{"formula": "C54H91HfN4O26S4", "method": "the ωB97M-V functional and the def2-TZVPD basis", "elements": ["Hf", "C", "C", "C", "C", "C", "C", "N", "O", "C", "C", "C", "H", "H", "H", "H", "H", "H", "H", "H", "H", "H", "H", "H", "H", "H", "H", "H", "H", "H", "C", "C", "C", "O", "C", "C", "C", "O", "O", "O", "H", "H", "C", "C", "C", "O", "C", "C", "C", "O", "O", "O", "H", "H", "C", "C", "O", "N", "C", "H", "H", "H", "H", "H", "H", "H", "C", "C", "O", "N", "C", "H", "H", "H", "H", "H", "H", "H", "C", "C", "O", "N", "C", "H", "H", "H", "H", "H", "H", "H", "C", "C", "O", "C", "O", "O", "C", "H", "H", "H", "H", "H", "H", "H", "H", "C", "C", "O", "C", "O", "O", "C", "H", "H", "H", "H", "H", "H", "H", "H", "C", "C", "C", "S", "O", "O", "C", "H", "H", "H", "H", "H", "H", "H", "H", "C", "C", "C", "S", "O", "O", "C", "H", "H", "H", "H", "H", "H", "H", "H", "C", "C", "C", "S", "O", "O", "C", "H", "H", "H", "H", "H", "H", "H", "H", "C", "C", "C", "S", "O", "O", "C", "H", "H", "H", "H", "H", "H", "H", "H"], "xyz": [[-17.871, -0.045, 7.080], [-19.483, 5.230, 7.548], [-18.972, 4.302, 8.673], [-19.234, 5.213, 9.965], [-20.636, 5.068, 10.485], [-21.184, 3.588, 10.569], [-20.944, 2.763, 9.273], [-19.573, 2.948, 8.691], [-19.159, 2.026, 7.606], [-22.096, 3.212, 8.265], [-21.081, 1.326, 9.709], [-17.376, 4.248, 8.556], [-20.550, 5.439, 7.625], [-19.155, 4.999, 6.535], [-18.988, 6.185, 7.725], [-18.911, 6.253, 9.909], [-18.592, 4.801, 10.744], [-21.275, 5.485, 9.707], [-20.797, 5.611, 11.417], [-22.260, 3.687, 10.714], [-20.738, 3.197, 11.483], [-22.338, 2.318, 7.690], [-21.691, 3.845, 7.476], [-23.033, 3.624, 8.638], [-21.076, 0.647, 8.857], [-21.940, 1.099, 10.340], [-20.201, 1.119, 10.319], [-16.719, 4.948, 9.071], [-16.973, 4.293, 7.544], [-17.048, 3.332, 9.048], [-15.404, 3.539, 5.297], [-15.685, 4.330, 4.192], [-16.847, 3.964, 3.292], [-17.075, 4.752, 2.253], [-17.720, 2.904, 3.513], [-17.426, 2.015, 4.651], [-16.170, 2.330, 5.650], [-16.069, 1.402, 6.542], [-18.061, 0.986, 5.118], [-14.922, 5.295, 3.899], [-14.531, 3.854, 5.850], [-18.565, 2.696, 2.873], [-19.184, -4.269, 8.409], [-19.615, -4.592, 9.645], [-19.891, -3.566, 10.784], [-20.550, -3.877, 11.935], [-19.691, -2.243, 10.557], [-19.142, -1.844, 9.338], [-18.904, -2.903, 8.147], [-18.521, -2.299, 7.120], [-18.904, -0.700, 9.046], [-19.873, -5.886, 9.666], [-18.956, -4.990, 7.638], [-19.957, -1.557, 11.347], [-14.507, 1.879, 9.572], [-15.797, 1.013, 9.866], [-16.515, 0.735, 8.977], [-15.966, 0.570, 11.111], [-17.154, -0.241, 11.439], [-13.659, 1.740, 10.243], [-14.877, 2.904, 9.571], [-14.264, 1.634, 8.538], [-15.469, 0.907, 11.924], [-17.086, -1.293, 11.162], [-18.102, 0.266, 11.258], [-17.350, -0.069, 12.497], [-27.100, 3.566, 12.985], [-27.282, 2.864, 11.649], [-27.982, 1.843, 11.724], [-26.744, 3.386, 10.588], [-26.837, 2.732, 9.315], [-28.040, 3.879, 13.441], [-26.396, 4.377, 12.798], [-26.805, 2.881, 13.780], [-25.986, 4.053, 10.582], [-25.923, 2.916, 8.750], [-27.614, 3.257, 8.761], [-27.069, 1.673, 9.430], [-21.844, -2.042, 6.158], [-21.307, -0.641, 6.307], [-20.113, -0.431, 6.450], [-22.101, 0.400, 6.290], [-23.515, 0.396, 6.109], [-21.518, -2.405, 5.183], [-22.929, -2.147, 6.155], [-21.637, -2.516, 7.117], [-21.668, 1.291, 6.089], [-24.069, 1.256, 6.485], [-24.024, -0.414, 6.631], [-23.762, 0.085, 5.094], [-17.545, 7.957, 11.865], [-17.507, 9.120, 10.950], [-16.069, 9.290, 10.655], [-15.582, 10.562, 10.320], [-16.178, 11.662, 10.233], [-14.281, 10.300, 10.253], [-13.409, 11.277, 9.623], [-18.570, 7.914, 12.233], [-16.874, 8.178, 12.695], [-17.166, 7.052, 11.392], [-18.038, 9.993, 11.331], [-17.953, 8.778, 10.016], [-13.806, 12.279, 9.790], [-13.355, 11.007, 8.569], [-12.404, 11.230, 10.044], [-17.584, 9.153, 16.489], [-18.605, 8.057, 16.632], [-19.429, 8.132, 15.499], [-20.407, 7.212, 15.464], [-20.508, 6.141, 16.050], [-21.149, 7.628, 14.553], [-22.208, 6.778, 14.082], [-18.083, 10.081, 16.767], [-17.110, 9.248, 15.512], [-16.828, 8.975, 17.253], [-19.236, 8.078, 17.520], [-17.898, 7.242, 16.783], [-22.858, 6.512, 14.916], [-21.731, 6.018, 13.464], [-22.861, 7.311, 13.391], [-14.011, 6.248, 8.030], [-12.988, 7.370, 8.246], [-12.966, 8.065, 6.833], [-14.761, 8.234, 6.313], [-14.799, 7.968, 4.868], [-15.294, 9.541, 6.786], [-15.328, 6.884, 7.434], [-14.311, 5.987, 9.045], [-13.548, 5.471, 7.421], [-12.001, 7.005, 8.530], [-13.370, 8.084, 8.975], [-12.648, 7.513, 5.949], [-12.631, 9.102, 6.878], [-15.830, 6.116, 6.845], [-15.853, 7.442, 8.209], [-15.037, 2.909, 13.444], [-15.928, 3.992, 13.013], [-16.553, 4.735, 14.138], [-15.405, 4.508, 15.574], [-16.091, 3.661, 16.594], [-14.702, 5.757, 15.923], [-14.263, 3.380, 14.682], [-14.334, 2.740, 12.629], [-15.625, 2.027, 13.697], [-16.839, 3.633, 12.534], [-15.355, 4.722, 12.440], [-17.520, 4.295, 14.383], [-16.673, 5.818, 14.139], [-13.905, 2.632, 15.390], [-13.468, 4.075, 14.412], [-18.671, 8.614, 6.054], [-18.304, 9.107, 7.517], [-19.568, 9.821, 8.056], [-20.421, 10.587, 6.666], [-19.918, 11.950, 6.566], [-21.854, 10.344, 6.705], [-19.662, 9.596, 5.400], [-19.305, 7.761, 6.296], [-17.785, 8.254, 5.531], [-17.496, 9.838, 7.531], [-18.004, 8.351, 8.243], [-19.428, 10.725, 8.649], [-20.288, 9.074, 8.389], [-19.092, 10.325, 4.824], [-20.461, 9.268, 4.735], [-24.036, 8.158, 6.876], [-24.421, 9.224, 7.851], [-25.343, 8.509, 8.882], [-24.412, 7.049, 9.388], [-25.216, 5.791, 9.413], [-23.621, 7.436, 10.557], [-23.387, 7.104, 7.818], [-23.393, 8.422, 6.037], [-25.007, 7.788, 6.545], [-24.840, 10.114, 7.381], [-23.632, 9.648, 8.473], [-26.252, 8.017, 8.536], [-25.554, 9.144, 9.743], [-23.406, 6.128, 7.334], [-22.329, 7.311, 7.974]], "lowdin_charge": [2.186, -0.019, -0.374, -0.132, -0.156, -0.098, -0.424, 0.078, -0.147, 0.022, -0.028, 0.001, 0.060, 0.102, 0.063, 0.106, 0.103, 0.087, 0.103, 0.119, 0.120, 0.041, 0.067, 0.084, 0.066, 0.112, 0.077, 0.070, 0.062, 0.057, 0.007, -0.370, -0.303, 0.000, 0.035, -0.236, -0.254, -0.194, -0.217, 0.042, 0.094, 0.110, -0.010, -0.286, -0.259, -0.057, -0.027, -0.379, -0.311, -0.153, -0.152, -0.008, 0.126, 0.121, 0.046, -0.537, -0.039, 0.069, -0.037, 0.079, 0.063, 0.078, 0.106, 0.103, 0.075, 0.092, -0.004, -0.575, 0.011, 0.011, -0.065, 0.083, 0.065, 0.082, 0.098, 0.067, 0.090, 0.089, 0.059, -0.492, -0.083, 0.042, -0.067, 0.115, 0.074, 0.103, 0.149, 0.088, 0.087, 0.100, -0.077, -0.200, -0.015, -0.498, 0.093, -0.030, -0.003, 0.090, 0.084, 0.068, 0.139, 0.074, 0.096, 0.084, 0.094, -0.067, -0.251, 0.038, -0.663, 0.117, 0.036, 0.010, 0.077, 0.079, 0.083, 0.137, 0.118, 0.109, 0.085, 0.086, -0.207, -0.189, -0.180, 0.724, -0.328, -0.363, -0.197, 0.098, 0.112, 0.114, 0.100, 0.098, 0.088, 0.077, 0.079, -0.241, -0.267, -0.212, 0.748, -0.358, -0.347, -0.192, 0.107, 0.117, 0.113, 0.128, 0.110, 0.092, 0.111, 0.101, -0.149, -0.205, -0.216, 0.689, -0.313, -0.333, -0.213, 0.079, 0.112, 0.095, 0.064, 0.107, 0.092, 0.106, 0.105, -0.208, -0.240, -0.212, 0.739, -0.368, -0.352, -0.200, 0.111, 0.118, 0.127, 0.107, 0.099, 0.110, 0.083, 0.082], "spin_multiplicity": 2, "total_charge": 0, "homo_energy_ev": [-7.94, -7.93], "e_tot_ha": -5927.9066, "homo_lumo_gap_ev": [5.66, 4.57]}